Entry 1:
# C21H24Cl2N4O6

2 unconnected molecules or ions with the total composition C21H24Cl2N4O6 in a non-equilibrium geometry (the ωB97M-V functional and the def2-TZVPD basis, the Open Molecules 2025 dataset).

Geometry (Å):
C 6.03 3.17 3.72
N 4.98 2.16 3.56
C 3.98 2.04 2.67
O 3.27 1.05 2.80
C 3.68 3.04 1.52
C 3.59 2.33 0.15
C 2.24 1.71 -0.17
C 1.20 2.54 -0.63
C -0.04 1.98 -0.98
C -0.25 0.59 -0.87
O -1.45 0.06 -1.23
C 0.79 -0.24 -0.39
C 2.03 0.33 -0.04
N 4.62 4.16 1.38
C 4.44 5.43 1.76
C 3.14 5.86 2.40
O 5.34 6.24 1.62
H 5.59 4.15 3.89
H 6.65 2.92 4.57
H 6.66 3.20 2.83
H 5.00 1.40 4.22
H 2.69 3.43 1.73
H 3.80 3.05 -0.64
H 4.37 1.57 0.09
H 1.36 3.61 -0.74
H -0.85 2.61 -1.34
H -1.49 -0.88 -1.09
H 0.63 -1.30 -0.28
H 2.82 -0.30 0.34
H 5.51 3.97 0.95
H 2.96 5.26 3.30
H 2.33 5.73 1.69
H 3.21 6.91 2.68
O -4.43 -0.65 -3.06
C -4.24 -1.42 -3.99
C -4.86 -2.79 -3.94
C -4.15 -3.57 -2.86
O -3.01 -3.93 -3.11
N -4.83 -3.88 -1.69
C -4.39 -4.62 -0.58
C -3.12 -5.21 -0.44
C -2.77 -5.92 0.72
C -3.69 -6.06 1.76
Cl -3.23 -6.94 3.20
C -4.96 -5.49 1.64
Cl -6.14 -5.66 2.93
C -5.30 -4.78 0.48
N -3.52 -0.98 -5.09
O -2.95 0.33 -5.14
H -5.93 -2.71 -3.73
H -4.74 -3.30 -4.90
H -5.75 -3.47 -1.61
H -2.37 -5.13 -1.21
H -1.79 -6.36 0.82
H -6.29 -4.35 0.42
H -3.32 -1.65 -5.83
H -3.04 0.78 -4.27

Output
- Orbital gap: 8.64 eV
- SMILES: CNC(=O)[C@H](Cc1ccc(O)cc1)NC(C)=O.O=C(CC(=O)Nc1ccc(Cl)c(Cl)c1)NO
- Energy above the lowest of the compared OMol25 structures with the same formula, charge and spin: 247.56 kJ/mol
- E_HOMO: -0.3028 Eh
- LUMO level: 0.0148 hartree
- Molecular weight: 499.4 g mol⁻¹
- Electronic energy: -2405.47813 Ha


Entry 2:
# C13H27B2BeBr2ClCsF6IN3O7V

A molecular structure, C13H27B2BeBr2ClCsF6IN3O7V in a non-equilibrium geometry (the ωB97M-V functional and the def2-TZVPD basis, the Open Molecules 2025 dataset).

Geometry (Å):
C 4.24 -1.20 -1.90
B 2.88 -0.40 -2.05
O 2.19 -0.47 -3.27
C 2.34 0.40 -0.76
N 1.86 -0.61 0.23
C 0.67 -0.20 0.97
C 1.12 0.74 2.16
C 0.02 1.02 3.25
C 0.62 2.06 4.23
I -0.34 -0.78 4.48
C -0.48 0.39 0.09
N -0.02 0.87 -1.25
C -1.03 1.76 -1.92
C -2.48 1.46 -1.54
F -0.94 1.58 -3.28
C 1.32 1.50 -1.07
C 1.78 2.39 -2.22
C 3.20 2.91 -1.94
O 4.18 2.38 -2.36
Br 3.34 4.54 -0.88
H 4.06 -2.20 -2.33
H 4.45 -1.40 -0.83
H 5.08 -0.71 -2.41
H 1.70 -1.30 -3.37
H 3.22 0.91 -0.33
H 2.63 -0.83 0.84
H 0.26 -1.13 1.44
H 1.96 0.20 2.69
H 1.55 1.70 1.85
H -0.95 1.30 2.85
H 1.72 2.00 4.24
H 0.31 1.89 5.27
H 0.38 3.07 3.88
H -1.24 -0.39 0.00
H -0.88 1.25 0.64
H 0.02 0.03 -1.85
H -0.84 2.81 -1.66
H -3.15 1.98 -2.23
H -2.63 0.37 -1.67
H -2.73 1.76 -0.52
H 1.22 2.16 -0.19
H 1.72 1.89 -3.21
H 1.16 3.29 -2.33
C 1.15 -4.44 -0.38
N -0.14 -4.31 0.36
O -0.71 -3.23 0.32
O -0.53 -5.29 0.94
H 1.37 -3.49 -0.86
H 1.92 -4.70 0.34
H 1.03 -5.22 -1.13
F 3.18 6.87 -0.50
Cl 1.96 3.14 -4.74
Cs 1.19 -2.82 3.80
O -2.97 -2.03 3.53
V -4.21 -2.11 2.40
O -5.49 -2.12 1.12
B -8.07 -1.70 4.21
F -8.21 -3.09 4.37
F -8.77 -1.27 3.07
F -8.55 -1.03 5.34
F -6.68 -1.39 4.04
O 1.18 -1.14 -5.92
H 1.02 -0.39 -5.33
Be 1.96 1.57 -6.48
Br -5.08 -0.80 -0.25

Output
- Orbital gap: 2.63 eV
- E_HOMO: -0.2599 Eh
- LUMO level: -0.1632 hartree
- Molecular weight: 988.0 g mol⁻¹
- Electronic energy: -8735.81909 Ha


Entry 3:
# C49H45BCaF4I2N10P

A molecular structure, C49H45BCaF4I2N10P in a non-equilibrium geometry (the ωB97M-V functional and the def2-TZVPD basis, the Open Molecules 2025 dataset).

Geometry (Å):
Ca 0.45 -0.87 0.85
C -0.67 0.92 -2.09
C -0.98 -0.29 -2.97
C -0.53 -0.01 -4.41
C -0.39 -1.58 -2.46
C -0.45 -2.83 -3.09
C 0.18 -3.69 -2.21
N 0.59 -2.99 -1.14
N 0.23 -1.68 -1.29
B 1.16 -3.63 0.17
N 0.07 -3.66 1.30
C -0.64 -4.76 1.60
C -1.52 -4.45 2.61
C -1.30 -3.10 2.89
N -0.33 -2.62 2.10
C -1.99 -2.27 3.92
C -2.19 -3.06 5.21
C -3.34 -1.72 3.43
N 2.46 -2.95 0.64
C 3.64 -3.59 0.68
C 4.58 -2.75 1.22
C 3.89 -1.56 1.49
N 2.61 -1.68 1.14
C 4.51 -0.32 2.07
C 5.38 0.37 1.01
C 3.49 0.63 2.67
H -1.08 1.82 -2.54
H -1.09 0.85 -1.09
H 0.41 1.06 -2.02
H -2.07 -0.43 -2.99
H 0.54 0.20 -4.43
H -0.72 -0.86 -5.06
H -1.05 0.86 -4.81
H -0.88 -3.07 -4.04
H 0.36 -4.75 -2.27
H 1.41 -4.77 -0.10
H -0.47 -5.68 1.07
H -2.22 -5.12 3.09
H -1.35 -1.42 4.14
H -2.91 -3.87 5.07
H -1.25 -3.50 5.56
H -2.58 -2.42 6.00
H -3.96 -2.53 3.02
H -3.88 -1.26 4.25
H -3.21 -0.96 2.65
H 3.72 -4.61 0.34
H 5.62 -2.95 1.41
H 5.17 -0.66 2.87
H 4.77 0.69 0.17
H 5.86 1.26 1.43
H 6.15 -0.29 0.64
H 2.79 0.99 1.91
H 2.94 0.15 3.47
H 3.99 1.52 3.07
I -0.26 1.33 3.43
C 0.89 0.96 5.19
I 1.32 -1.04 5.70
H 0.32 1.40 6.00
H 1.83 1.48 5.05
F -4.69 0.50 0.03
C -5.62 -0.37 -0.36
C -6.88 0.05 -0.49
F -7.16 1.31 -0.22
C -7.96 -0.83 -0.93
C -7.53 -2.18 -1.25
C -6.26 -2.59 -1.12
F -5.95 -3.84 -1.42
C -5.20 -1.73 -0.65
C -3.92 -2.16 -0.49
C -2.86 -1.32 0.00
N -1.99 -0.74 0.46
C -3.46 -3.49 -0.79
N -3.01 -4.52 -1.02
F -8.43 -3.04 -1.68
C -9.25 -0.42 -1.02
C -9.69 0.91 -0.69
N -10.11 1.94 -0.42
C -10.32 -1.27 -1.44
N -11.24 -1.90 -1.76
C 6.19 5.30 0.03
C 6.32 4.09 -0.64
C 5.21 3.26 -0.80
C 3.96 3.64 -0.31
C 3.85 4.86 0.36
C 4.96 5.68 0.52
P 2.54 2.49 -0.42
C 2.84 1.80 -2.09
C 2.91 0.41 -2.19
C 3.22 -0.21 -3.40
C 3.47 0.57 -4.52
C 3.42 1.96 -4.43
C 3.12 2.56 -3.22
C 1.10 3.61 -0.57
C 0.53 4.03 0.64
C -0.58 4.87 0.65
C -1.15 5.28 -0.54
C -0.60 4.86 -1.75
C 0.51 4.04 -1.76
H 7.05 5.94 0.15
H 7.27 3.78 -1.03
H 5.33 2.33 -1.34
H 2.89 5.19 0.74
H 4.85 6.63 1.03
H 2.72 -0.21 -1.32
H 3.27 -1.29 -3.46
H 3.72 0.10 -5.46
H 3.64 2.56 -5.30
H 3.14 3.65 -3.15
H 0.96 3.69 1.58
H -1.00 5.19 1.60
H -2.01 5.94 -0.54
H -1.04 5.18 -2.68
H 0.92 3.71 -2.71

Output
- Orbital gap: 4.85 eV
- Energy above the lowest of the compared OMol25 structures with the same formula, charge and spin: 84.94 kJ/mol
- Total charge: +1
- E_HOMO: -0.3827 Eh
- LUMO level: -0.2046 hartree
- Molecular weight: 1185.6 g mol⁻¹
- Electronic energy: -4480.34150 Ha